Record 1
This record from the Open Molecules 2025 dataset describes the molecule C5H7NO. The level of theory is ωB97M-V/def2-TZVPD.

The geometry in ORCA input format:
```
! RIJCOSX wB97M-V def2-TZVPD def2/J DEFGRID3
* xyz 0 1
H 1.1430 0.9599 1.2084
N 2.0019 0.9217 0.6579
C 2.1936 -0.2351 0.1983
O 1.4522 -1.3737 0.3621
C 0.0809 -1.3073 0.5144
C -0.6838 -0.3538 0.0220
C -0.7592 0.8889 -0.7477
C -2.0195 0.1716 -0.2799
H 3.0710 -0.4626 -0.4046
H -0.2882 -2.1850 1.0362
H -0.4930 0.8618 -1.8020
H -0.4888 1.8203 -0.2510
H -2.5958 0.6413 0.5139
H -2.6143 -0.3479 -1.0280
*
```

Energy above the lowest of the compared OMol25 structures with the same formula, charge and spin = 63.3 kcal/mol
E_HOMO = -9.220 eV
SMILES string = [H]/N=C\OC=C1CC1

=====

Record 2
This record from the Open Molecules 2025 dataset describes the molecule C5H7NO in a non-equilibrium geometry. The level of theory is ωB97M-V/def2-TZVPD.

The geometry in ORCA input format:
```
! RIJCOSX wB97M-V def2-TZVPD def2/J DEFGRID3
* xyz 0 1
C -1.9816 0.3411 0.4109
C -0.5973 -0.0969 0.0199
N 0.0230 -1.1613 0.7974
C 0.7004 0.1355 0.7026
C 1.8993 0.2414 -0.1943
C 1.7098 0.2780 -1.4983
O 1.4864 0.2885 -2.6455
H -2.2499 1.2855 -0.0747
H -2.1061 0.4349 1.4919
H -2.6771 -0.4274 0.0536
H -0.4927 -0.1382 -1.0648
H 0.4947 -1.8360 0.2007
H 0.7647 0.6761 1.6461
H 2.9161 0.1343 0.1653
*
```

Energy above the lowest of the compared OMol25 structures with the same formula, charge and spin = 50.1 kcal/mol
E_HOMO = -8.907 eV
SMILES string = C[C@@H]1N[C@H]1C=C=O

=====

Record 3
This record from the Open Molecules 2025 dataset describes the molecule C5H7NO in a non-equilibrium geometry. The level of theory is ωB97M-V/def2-TZVPD.

The geometry in ORCA input format:
```
! RIJCOSX wB97M-V def2-TZVPD def2/J DEFGRID3
* xyz 0 1
C -0.2464 1.2190 1.4460
C 0.3089 0.2775 0.3719
C 1.0422 1.0350 -0.6583
N 1.6374 1.5831 -1.4871
C -0.7814 -0.5720 -0.2456
C -0.5684 -1.6064 -1.0566
O 0.6278 -2.0066 -1.5372
H 0.5540 1.7992 1.9128
H -0.7446 0.6254 2.2186
H -0.9750 1.9119 1.0125
H 1.0535 -0.3826 0.8398
H -1.8050 -0.3494 0.0263
H -1.3834 -2.2378 -1.4013
H 1.2803 -1.2962 -1.4418
*
```

Energy above the lowest of the compared OMol25 structures with the same formula, charge and spin = 26.0 kcal/mol
E_HOMO = -9.452 eV
SMILES string = C[C@H](C#N)/C=C\O

=====

Record 4
This record from the Open Molecules 2025 dataset describes a structure of composition C5H7NO. The level of theory is ωB97M-V/def2-TZVPD.

The geometry in ORCA input format:
```
! RIJCOSX wB97M-V def2-TZVPD def2/J DEFGRID3
* xyz 0 1
O 0.8245 -0.1979 -1.8716
C 0.1094 0.6277 -0.9869
C -1.1481 0.1439 -0.2985
C -0.7485 -0.6516 0.8919
C 0.7643 -0.7155 0.9500
C 0.6632 0.7241 0.4372
N -0.7784 0.8325 0.9716
H 0.1968 -0.6059 -2.4793
H -0.0504 1.6303 -1.4074
H -2.1714 0.1707 -0.6652
H -1.4698 -1.2542 1.4372
H 1.2973 -1.4416 0.3300
H 1.1152 -0.7477 1.9849
H 1.3958 1.4851 0.7061
*
```

Energy above the lowest of the compared OMol25 structures with the same formula, charge and spin = 67.7 kcal/mol
E_HOMO = -9.672 eV

=====

Record 5
This record from the Open Molecules 2025 dataset describes a cluster of 2 separate species, C5H7NO in total in a non-equilibrium geometry. The level of theory is ωB97M-V/def2-TZVPD.

The geometry in ORCA input format:
```
! RIJCOSX wB97M-V def2-TZVPD def2/J DEFGRID3
* xyz 0 1
C -1.5767 -0.9472 -0.7443
C -0.8006 -0.2367 0.3259
C -1.1354 1.0469 0.8999
C -0.2442 1.1333 -0.0500
H -2.2705 -0.3198 -1.4742
H -2.1462 -1.7702 -0.3165
H -0.8552 -1.4774 -1.4186
H -0.2083 -0.9271 0.8973
H -1.3007 1.6590 1.6838
H 0.4417 1.6648 -0.7261
N 2.3779 -0.2348 0.8853
C 2.4636 0.3021 -0.1822
O 2.3533 0.9404 -1.1514
H 2.9014 -0.8332 1.3711
*
```

Energy above the lowest of the compared OMol25 structures with the same formula, charge and spin = 88.5 kcal/mol
E_HOMO = -8.906 eV
SMILES string = CC1C=C1.N=C=O

=====

Record 6
This record from the Open Molecules 2025 dataset describes a structure of composition C5H7NO in a non-equilibrium geometry. The level of theory is ωB97M-V/def2-TZVPD.

The geometry in ORCA input format:
```
! RIJCOSX wB97M-V def2-TZVPD def2/J DEFGRID3
* xyz 0 1
C 0.2846 0.1774 1.8837
C 0.1036 0.8803 0.5602
C 0.1099 -0.1919 -1.0208
C -0.8038 -0.3772 -2.1941
O 0.5106 0.1395 -2.3434
C 0.6697 -1.3180 -0.3236
N 0.9331 -1.8744 0.6607
H -0.4964 -0.5097 2.2336
H 0.0616 1.2234 2.2524
H 1.2738 -0.0987 2.2741
H -0.8889 1.3235 0.5288
H 0.9133 1.6154 0.4632
H -0.9718 -1.3610 -2.6582
H -1.6189 0.3285 -2.3605
*
```

Energy above the lowest of the compared OMol25 structures with the same formula, charge and spin = 101.6 kcal/mol
E_HOMO = -10.139 eV

=====

Record 7
This record from the Open Molecules 2025 dataset describes the molecule C5H7NO in a non-equilibrium geometry. The level of theory is ωB97M-V/def2-TZVPD.

The geometry in ORCA input format:
```
! RIJCOSX wB97M-V def2-TZVPD def2/J DEFGRID3
* xyz 0 1
C 0.2567 -1.5302 -1.4915
C 0.0256 -0.8097 -0.2227
C 0.9554 -0.6348 0.7247
O 0.6579 0.4480 1.4842
C -0.5347 1.0236 0.8235
N -0.6104 2.3302 1.2242
C -1.0745 0.1043 -0.0016
H -0.4523 -2.3420 -1.6322
H 1.2846 -1.9020 -1.5020
H 0.1599 -0.8240 -2.3284
H 1.8411 -1.2390 0.8760
H 0.1803 2.3864 1.8490
H -0.6024 3.0835 0.5455
H -2.0870 -0.0943 -0.3486
*
```

Energy above the lowest of the compared OMol25 structures with the same formula, charge and spin = 45.2 kcal/mol
E_HOMO = -7.620 eV
SMILES string = Cc1coc(N)c1

=====

Record 8
This record from the Open Molecules 2025 dataset describes the molecule C5H7NO. The level of theory is ωB97M-V/def2-TZVPD.

The geometry in ORCA input format:
```
! RIJCOSX wB97M-V def2-TZVPD def2/J DEFGRID3
* xyz 0 1
C -0.3027 1.9875 -0.3619
C -1.0975 1.0142 0.0707
C -0.9054 -0.4354 -0.3280
C 0.1536 -0.9384 0.6445
N 1.2296 -1.9712 0.3884
C 1.5406 -0.6602 0.2636
O 2.3643 0.1025 -0.1675
H 0.4768 1.7952 -1.0963
H -0.3631 2.9958 0.0367
H -1.8308 1.2147 0.8513
H -0.5530 -0.5009 -1.3649
H -1.8409 -1.0031 -0.2560
H -0.1719 -0.9543 1.6829
H 1.3004 -2.6463 -0.3636
*
```

Energy above the lowest of the compared OMol25 structures with the same formula, charge and spin = 56.3 kcal/mol
E_HOMO = -9.592 eV
SMILES string = C=CC[C@H]1NC1=O

=====

Record 9
This record from the Open Molecules 2025 dataset describes the molecule C5H7NO in a non-equilibrium geometry. The level of theory is ωB97M-V/def2-TZVPD.

The geometry in ORCA input format:
```
! RIJCOSX wB97M-V def2-TZVPD def2/J DEFGRID3
* xyz 0 1
C -1.6990 -0.9339 0.1103
N -1.7439 0.4965 0.3724
C -0.4651 -0.0304 0.0604
C 0.8191 0.0735 0.8896
C 1.7127 -0.2530 -0.3363
C 0.6654 0.7743 -0.7554
O 0.9083 1.4860 0.5018
H -2.0805 -1.4396 1.0107
H -2.0145 -1.4538 -0.7909
H -2.1630 1.1186 -0.3056
H 0.9728 -0.2051 1.9319
H 1.6926 -1.2326 -0.8203
H 2.7212 0.1655 -0.2356
H 0.6738 1.4339 -1.6329
*
```

Energy above the lowest of the compared OMol25 structures with the same formula, charge and spin = 117.1 kcal/mol
E_HOMO = -9.161 eV

=====

Record 10
This record from the Open Molecules 2025 dataset describes the molecule C5H7NO in a non-equilibrium geometry. The level of theory is ωB97M-V/def2-TZVPD.

The geometry in ORCA input format:
```
! RIJCOSX wB97M-V def2-TZVPD def2/J DEFGRID3
* xyz 0 1
C -1.8534 0.0283 -0.2899
C -0.5707 -0.6389 0.2688
C 0.7984 0.0490 -0.0889
C 0.5600 1.2695 -0.8508
N 0.0009 2.1273 -1.3883
C 2.0389 -0.1437 0.6972
O 1.8503 -0.7868 -0.5478
H -1.6008 0.9307 -0.8460
H -2.5509 0.3431 0.4934
H -2.3967 -0.6078 -0.9966
H -0.6311 -0.7085 1.3600
H -0.4680 -1.6586 -0.1150
H 2.8535 0.5841 0.7301
H 1.9694 -0.7877 1.5738
*
```

Energy above the lowest of the compared OMol25 structures with the same formula, charge and spin = 52.0 kcal/mol
E_HOMO = -11.115 eV
SMILES string = CC[C@@]1(C#N)CO1

=====

Record 11
This record from the Open Molecules 2025 dataset describes the molecule C5H7NO. The level of theory is ωB97M-V/def2-TZVPD.

The geometry in ORCA input format:
```
! RIJCOSX wB97M-V def2-TZVPD def2/J DEFGRID3
* xyz 0 1
N 1.6297 -1.8951 0.7273
C 1.2224 -0.8214 0.1014
O 1.7353 -0.0415 -0.7329
C -0.0483 1.8061 -0.2332
C -0.9605 0.9129 0.2331
C -1.2428 -0.3845 -0.5479
C -0.2429 -0.7117 0.4407
H 2.5330 -2.1681 0.3296
H 0.5165 1.6176 -1.1361
H 0.1290 2.7368 0.2999
H -1.5610 1.1400 1.1077
H -0.8888 -0.3335 -1.5750
H -2.2523 -0.7692 -0.4208
H -0.5692 -1.0882 1.4064
*
```

Energy above the lowest of the compared OMol25 structures with the same formula, charge and spin = 88.4 kcal/mol
E_HOMO (spin up / spin down) = -8.496 / -8.498 eV

=====

Record 12
This record from the Open Molecules 2025 dataset describes a structure of composition C5H7NO in a non-equilibrium geometry. The level of theory is ωB97M-V/def2-TZVPD.

The geometry in ORCA input format:
```
! RIJCOSX wB97M-V def2-TZVPD def2/J DEFGRID3
* xyz 0 1
O -0.8931 0.7541 2.3030
C -0.4267 -0.1207 1.3308
C -0.9380 -0.1917 -0.0881
C 0.1355 0.6260 -0.8119
C 0.6566 -0.5717 -1.5936
N 0.3898 -1.2227 -0.2697
C 0.8266 0.0381 0.4610
H -0.9587 1.6348 1.9228
H -0.4504 -1.1272 1.7664
H -2.0129 -0.1205 -0.3407
H 0.0471 1.6489 -1.1872
H 0.0649 -1.0644 -2.3713
H 1.7123 -0.5399 -1.9026
H 1.8471 0.2569 0.7813
*
```

Energy above the lowest of the compared OMol25 structures with the same formula, charge and spin = 115.8 kcal/mol
E_HOMO = -9.335 eV

=====

Record 13
This record from the Open Molecules 2025 dataset describes the molecule C5H7NO. The level of theory is ωB97M-V/def2-TZVPD.

The geometry in ORCA input format:
```
! RIJCOSX wB97M-V def2-TZVPD def2/J DEFGRID3
* xyz 0 1
C 1.5651 -2.4482 -0.5558
C 1.4588 -1.1516 -0.5493
C 1.2984 0.1484 -0.5254
C 0.0393 0.7544 -0.0215
O -0.0458 2.1149 -0.1091
N -0.8938 0.0438 0.4454
C -2.1141 0.6976 0.8708
H 1.2177 -3.0330 -1.4032
H 1.9728 -2.9812 0.2988
H 2.0933 0.7987 -0.8911
H 0.7385 2.4689 -0.5463
H -2.4377 1.4856 0.1789
H -1.9886 1.1566 1.8598
H -2.9040 -0.0551 0.9479
*
```

Energy above the lowest of the compared OMol25 structures with the same formula, charge and spin = 52.2 kcal/mol
E_HOMO = -9.134 eV
SMILES string = C=C=C/C(O)=N/C

=====

Record 14
This record from the Open Molecules 2025 dataset describes the molecule C5H7NO in a non-equilibrium geometry. The level of theory is ωB97M-V/def2-TZVPD.

The geometry in ORCA input format:
```
! RIJCOSX wB97M-V def2-TZVPD def2/J DEFGRID3
* xyz 0 1
C 2.1180 -0.2871 -0.3335
C 0.5956 0.0174 -0.0592
C 0.2046 1.1872 0.7990
C -0.4776 1.0168 -0.5870
C -1.6477 0.1826 -0.3314
N -1.3682 -1.0126 0.1041
O -0.0398 -1.1556 0.3111
H 2.8953 0.5626 -0.3745
H 2.2929 -0.8916 -1.1802
H 2.3614 -1.0933 0.5114
H -0.2536 0.9956 1.7859
H 1.0259 1.9267 0.9165
H -0.4101 1.6783 -1.3961
H -2.7728 0.4532 -0.4075
*
```

Energy above the lowest of the compared OMol25 structures with the same formula, charge and spin = 85.6 kcal/mol
E_HOMO = -8.997 eV
SMILES string = C[C@@]12C[C@@H]1C=NO2

=====

Record 15
This record from the Open Molecules 2025 dataset describes the molecule C5H7NO. The level of theory is ωB97M-V/def2-TZVPD.

The geometry in ORCA input format:
```
! RIJCOSX wB97M-V def2-TZVPD def2/J DEFGRID3
* xyz 0 1
O 1.4042 2.2251 0.4404
C 0.7792 1.2135 0.1702
C 1.4676 -0.1300 0.0158
C 0.5481 -1.3159 0.0269
C -0.7691 -1.2008 -0.0946
C -1.4782 0.1188 -0.1177
N -0.5633 1.2448 -0.0761
H 2.2387 -0.1933 0.7896
H 2.0078 -0.0947 -0.9406
H 1.0013 -2.3002 0.1213
H -1.4056 -2.0817 -0.1338
H -2.1404 0.1505 0.7606
H -2.1264 0.1982 -1.0015
H -0.9638 2.1658 0.0394
*
```

Energy above the lowest of the compared OMol25 structures with the same formula, charge and spin = 2.7 kcal/mol
E_HOMO = -9.428 eV
SMILES string = O=C1CC=CCN1

=====

Record 16
This record from the Open Molecules 2025 dataset describes a structure of composition C5H7NO in a non-equilibrium geometry. The level of theory is ωB97M-V/def2-TZVPD.

The geometry in ORCA input format:
```
! RIJCOSX wB97M-V def2-TZVPD def2/J DEFGRID3
* xyz 0 1
O 0.1837 -0.5587 1.9000
C -0.4216 0.1865 1.1499
C -0.2948 1.6243 1.0639
N 0.1985 0.8398 -0.6394
C 1.1095 -0.3732 -0.8306
C -0.0927 -1.3435 -0.7591
C -0.8612 -0.1278 -0.2778
H -1.0496 2.2082 0.5489
H 0.1036 2.1524 1.9496
H 1.8326 -0.5124 -0.0260
H 1.6303 -0.3366 -1.7959
H -0.0334 -2.1312 -0.0019
H -0.4231 -1.7561 -1.7147
H -1.8818 0.1281 -0.5669
*
```

Energy above the lowest of the compared OMol25 structures with the same formula, charge and spin = 96.7 kcal/mol
E_HOMO = -9.200 eV

=====

Record 17
This record from the Open Molecules 2025 dataset describes a cluster of 2 separate species, C5H7NO in total in a non-equilibrium geometry. The level of theory is ωB97M-V/def2-TZVPD.

The geometry in ORCA input format:
```
! RIJCOSX wB97M-V def2-TZVPD def2/J DEFGRID3
* xyz 0 1
C -0.6514 -1.1600 0.3788
C -0.9350 0.0779 -0.0316
C -2.3152 0.6779 -0.0698
C 0.1285 0.9449 -0.4862
N 0.9535 1.6683 -0.8602
H -1.4540 -1.8059 0.7257
H 0.3614 -1.5531 0.3917
H -2.3893 1.5323 0.6113
H -3.0564 -0.0704 0.2212
H -2.5525 1.0360 -1.0769
C 2.9895 -0.3270 0.0429
O 2.5148 -1.2439 0.6701
H 2.8411 -0.2143 -1.0450
H 3.5967 0.4580 0.5305
*
```

Energy above the lowest of the compared OMol25 structures with the same formula, charge and spin = 43.2 kcal/mol
E_HOMO = -10.123 eV
SMILES string = C=C(C)C#N.C=O

=====

Record 18
This record from the Open Molecules 2025 dataset describes the molecule C5H7NO in a non-equilibrium geometry. The level of theory is ωB97M-V/def2-TZVPD.

The geometry in ORCA input format:
```
! RIJCOSX wB97M-V def2-TZVPD def2/J DEFGRID3
* xyz 0 1
O 0.2274 0.9979 -2.1333
C -0.2673 0.3938 -1.2150
C -0.8567 1.2714 -0.1404
C -0.0399 0.9047 1.0455
C 0.3577 -0.3606 1.2194
C 0.5658 -1.4091 0.1490
N -0.0615 -0.9812 -1.0948
H -1.9208 1.1831 0.1245
H -0.7045 2.2888 -0.5111
H 0.0875 1.6729 1.7994
H 0.4255 -0.7057 2.2387
H 0.1453 -2.3691 0.4495
H 1.6637 -1.5793 0.0264
H 0.3778 -1.3076 -1.9579
*
```

Energy above the lowest of the compared OMol25 structures with the same formula, charge and spin = 27.2 kcal/mol
E_HOMO = -9.008 eV
SMILES string = O=C1CC=CCN1

=====

Record 19
This record from the Open Molecules 2025 dataset describes the molecule C5H7NO. The level of theory is ωB97M-V/def2-TZVPD.

The geometry in ORCA input format:
```
! RIJCOSX wB97M-V def2-TZVPD def2/J DEFGRID3
* xyz 0 1
C 0.9473 0.2663 -1.7825
C 0.3651 0.3338 -0.4017
C -0.6018 1.3295 -0.0488
O -1.2553 1.4275 0.9965
C -0.1254 -1.1312 1.2504
N -1.2735 -1.2430 1.8093
C 0.8666 -0.4967 0.6287
H 2.0163 0.5158 -1.7758
H 0.4320 0.9554 -2.4607
H 0.8521 -0.7393 -2.2141
H -0.6675 2.1387 -0.8139
H -1.8202 -0.4185 2.0751
H -1.6521 -2.1700 1.9626
H 1.9164 -0.7682 0.7748
*
```

Energy above the lowest of the compared OMol25 structures with the same formula, charge and spin = 78.0 kcal/mol
E_HOMO (spin up / spin down) = -7.399 / -7.399 eV

=====

Record 20
This record from the Open Molecules 2025 dataset describes a structure of composition C5H7NO. The level of theory is ωB97M-V/def2-TZVPD.

The geometry in ORCA input format:
```
! RIJCOSX wB97M-V def2-TZVPD def2/J DEFGRID3
* xyz 0 1
O -2.3475 -0.4444 -0.2006
C -1.0358 -0.8420 0.0746
C 0.0957 -0.3890 -0.8437
C 0.1989 1.0333 -0.2385
C 1.6705 0.7662 0.0398
N 1.0877 -0.5994 0.3082
C -0.1518 0.0656 0.9190
H -2.8945 -1.2305 -0.1185
H -0.9627 -1.8988 0.3580
H 0.3490 -0.6952 -1.8638
H -0.3164 1.9479 -0.5491
H 2.3736 0.7722 -0.8014
H 2.1276 1.2183 0.9286
H -0.1945 0.2958 1.9874
*
```

Energy above the lowest of the compared OMol25 structures with the same formula, charge and spin = 97.8 kcal/mol
E_HOMO = -9.254 eV